{"formula": "C32H25AsMoN5S", "method": "wB97M-V/def2-TZVPD", "de_lowest_kj_mol": 83.04, "homo_energy_ev": [-16.64, -16.64], "e_tot_ha": -4209.42960, "spin_multiplicity": 3, "largest_force_ev_per_a": 1.19, "total_charge": 3, "lumo_energy_ha": [-0.38893, -0.39784], "elements": ["Mo", "As", "S", "N", "N", "N", "N", "N", "C", "C", "C", "C", "C", "C", "C", "C", "C", "C", "C", "C", "C", "C", "C", "C", "C", "C", "C", "C", "C", "C", "C", "C", "C", "C", "C", "C", "C", "C", "C", "C", "H", "H", "H", "H", "H", "H", "H", "H", "H", "H", "H", "H", "H", "H", "H", "H", "H", "H", "H", "H", "H", "H", "H", "H", "H"], "coordinates": [[-0.087, 0.316, 0.524], [0.233, 2.655, -0.469], [1.737, -0.272, -0.689], [0.417, -2.381, 1.789], [-0.398, -1.698, 0.888], [0.752, -0.106, 2.392], [1.935, 0.391, 4.314], [-1.985, -0.076, -0.311], [-4.142, 0.413, -1.202], [-0.394, 4.832, 1.250], [-0.860, 2.311, -5.034], [-0.606, 6.168, 1.552], [4.371, 3.411, -0.267], [-3.367, -1.856, -1.096], [2.159, 2.483, -0.405], [-0.586, 7.114, 0.535], [0.718, 1.921, -3.253], [-1.418, 2.946, -2.785], [-0.346, 6.734, -0.780], [1.825, -1.925, 3.675], [2.298, -0.960, 4.556], [0.372, 1.841, -4.598], [4.921, 2.144, -0.412], [-4.342, -0.920, -1.474], [-0.130, 5.400, -1.096], [4.099, 1.033, -0.534], [2.160, -3.265, 3.888], [3.093, -1.286, 5.637], [-1.286, -2.311, 0.207], [-2.236, -1.414, -0.490], [2.990, 3.582, -0.252], [-0.184, 2.462, -2.350], [2.719, 1.210, -0.526], [-2.939, 0.808, -0.632], [1.228, 0.761, 3.298], [3.420, -2.616, 5.831], [2.954, -3.603, 4.961], [-0.157, 4.466, -0.071], [-1.749, 2.877, -4.130], [0.981, -1.512, 2.575], [-0.794, 6.470, 2.575], [4.048, -2.891, 6.670], [-2.692, 3.286, -4.475], [-1.122, 2.252, -6.083], [3.452, -0.519, 6.318], [1.027, 1.813, 3.183], [-3.515, -2.921, -1.244], [5.017, 4.276, -0.180], [-0.764, 8.156, 0.770], [-4.895, 1.156, -1.435], [2.567, 4.572, -0.152], [4.526, 0.041, -0.642], [3.215, -4.638, 5.133], [1.700, 1.593, -2.941], [-2.732, 1.838, -0.435], [-1.379, -3.393, 0.246], [2.243, 1.101, 4.966], [5.998, 2.016, -0.436], [-0.424, 4.093, 2.037], [1.075, 1.421, -5.305], [-2.098, 3.431, -2.101], [-0.326, 7.479, -1.566], [0.062, 5.107, -2.117], [-5.261, -1.249, -1.948], [1.790, -4.019, 3.206]]}